No. 1
Formula: C21H23BF2O6
Source: the Open Molecules 2025 dataset
Level of theory: ωB97M-V with the def2-TZVPD basis set

The geometry in XYZ format:
```
53
Properties=species:S:1:pos:R:3:forces:R:3
C 5.244026 3.041915 -0.265142 0.7 -0.1 0.0
C 3.882870 2.522796 -0.545463 -0.4 -0.4 0.0
C 2.778677 3.368851 -0.443844 -0.7 0.6 0.1
F 3.006460 4.664419 -0.047193 -0.2 -0.9 -0.5
C 1.483690 2.969041 -0.701024 0.1 -0.3 0.3
C 1.228429 1.583583 -0.944935 1.1 0.5 -0.3
C -0.038828 0.974945 -1.041834 -0.2 0.0 -0.1
C -1.320693 1.494815 -0.766414 -0.9 0.2 0.4
C -1.591828 2.719646 -0.084119 0.2 -0.1 -0.3
C -2.887451 3.171590 -0.019589 0.4 0.6 0.3
F -3.135602 4.403281 0.539331 0.2 -1.0 -0.3
C -3.984135 2.437485 -0.474788 0.5 -0.3 -0.1
C -5.351113 2.981353 -0.290176 -0.7 -0.1 0.0
C -3.726101 1.182022 -1.055120 -0.5 0.6 0.2
C -2.440689 0.722936 -1.192585 0.9 -0.4 0.0
C 2.359752 0.733688 -1.110459 -0.7 -0.1 0.1
C 3.643078 1.186255 -0.903445 0.2 0.5 0.1
H 5.964615 2.241313 -0.449477 0.0 0.2 0.1
H 5.503575 3.898808 -0.902046 -0.2 -0.2 0.2
H 5.353347 3.367350 0.779189 -0.1 -0.1 -0.3
H 0.675025 3.689510 -0.718304 0.3 0.0 0.1
H -0.031728 -0.057592 -1.389043 -0.1 0.0 0.1
H -0.786470 3.271070 0.394706 -0.4 0.0 -0.1
H -6.077781 2.232705 -0.614814 0.0 0.2 0.1
H -5.555321 3.224043 0.761870 0.2 0.0 -0.3
H -5.520742 3.898811 -0.871450 0.2 -0.2 0.1
H -4.572548 0.584866 -1.395997 0.3 0.1 0.1
H -2.242672 -0.267908 -1.605535 -0.1 0.2 0.0
H 2.180545 -0.306326 -1.359224 0.1 0.0 0.2
H 4.487963 0.507625 -0.988956 -0.2 0.1 0.0
C 3.484414 -4.067971 -0.208313 0.0 -0.1 -0.1
C 2.492693 -3.006505 0.190243 -0.5 0.2 0.3
O 1.263464 -3.496213 0.280512 1.3 0.2 -0.1
B 0.113469 -2.631220 0.563050 0.1 0.8 -0.6
H 0.153493 -1.574874 -0.112430 -0.1 -0.9 0.6
O -1.028594 -3.529122 0.282220 -0.5 0.6 -0.8
C -1.759933 -3.365526 -0.806844 0.3 0.4 0.0
C -2.830007 -4.432492 -0.864961 0.0 0.0 -0.1
O -1.599481 -2.493820 -1.662721 -0.4 -0.8 0.7
O 0.105967 -2.361725 2.009179 -0.5 0.8 0.3
C -0.643492 -1.366295 2.468945 -0.1 -0.2 -0.6
C -0.438810 -1.162631 3.948233 -0.1 0.0 0.0
O -1.422916 -0.696316 1.797325 0.6 -0.4 0.5
O 2.818479 -1.845278 0.412060 -0.2 -0.6 -0.3
H 2.957050 -4.980421 -0.490768 0.2 0.1 0.0
H 4.087903 -3.698239 -1.039654 0.0 -0.1 0.1
H 4.142033 -4.271495 0.641122 0.0 0.0 -0.1
H -3.244286 -4.585448 0.135689 0.0 0.0 -0.2
H -3.604411 -4.156647 -1.576859 0.0 -0.1 0.0
H -2.356073 -5.375402 -1.171816 -0.1 0.2 0.0
H 0.472026 -1.662708 4.276267 -0.1 0.1 0.0
H -0.396297 -0.095051 4.155463 0.0 0.0 0.1
H -1.295064 -1.587509 4.479956 0.1 0.1 0.0
```
Forces are in eV/Å.

Summary:
Relative energy (zero: lowest compared OMol25 entry of this formula, charge and spin)   40.92 kcal/mol
LUMO level   -0.102 hartree
E_tot   -40549.1525 eV

No. 2
Formula: C21H23ClN2O2
Source: the Open Molecules 2025 dataset
Level of theory: ωB97M-V with the def2-TZVPD basis set

The geometry in XYZ format:
```
49
Properties=species:S:1:pos:R:3:forces:R:3
C -3.654386 -2.943034 0.436806 0.0 -0.1 0.0
C -4.009712 -1.584744 -0.084941 0.1 0.1 -0.1
C -5.141835 -0.915275 0.359071 0.0 0.0 0.0
C -5.468439 0.337607 -0.129967 0.0 0.1 0.0
C -4.662790 0.943524 -1.078288 0.0 0.1 0.0
C -3.527119 0.293383 -1.527539 0.1 -0.1 0.0
C -3.194140 -0.960302 -1.030599 -0.4 0.0 -0.1
C -2.005376 -1.682288 -1.589051 0.0 0.2 0.0
O -2.125069 -2.567373 -2.415456 -0.2 -0.2 -0.1
N -0.792516 -1.266712 -1.146091 0.2 0.0 0.0
C -0.576674 -0.307406 -0.093038 -0.1 0.2 0.4
C 0.129252 -0.947122 1.108896 0.1 0.1 -0.2
C 1.352928 -1.809749 0.758657 0.0 -0.2 0.2
C 2.666016 -1.037577 0.634886 -0.5 -0.4 0.1
O 3.631349 -1.339102 1.306995 0.3 -0.1 0.3
N 2.705453 -0.038831 -0.273256 0.0 0.3 -0.4
C 3.859090 0.828969 -0.413281 0.1 0.0 0.1
C 3.601836 2.165079 0.233520 0.0 0.0 -0.1
C 3.449663 3.319210 -0.522026 0.1 -0.1 0.1
C 3.174960 4.531880 0.086052 0.0 0.1 0.1
C 3.042924 4.585089 1.463768 0.0 -0.2 -0.2
Cl 2.696004 6.095734 2.230397 0.0 0.2 0.1
C 3.186908 3.441902 2.235447 0.0 0.0 0.0
C 3.465777 2.238788 1.615786 0.0 0.1 -0.1
C 1.071645 -2.693183 -0.467455 0.0 0.2 -0.1
C 0.405186 -1.933520 -1.611209 0.1 -0.4 -0.2
H -4.460848 -3.349392 1.041708 0.0 0.0 0.1
H -3.455957 -3.620089 -0.391948 0.0 -0.1 0.0
H -2.753668 -2.894460 1.049879 0.1 -0.1 0.1
H -5.779194 -1.386160 1.093756 -0.1 -0.1 0.1
H -6.356502 0.838818 0.225500 -0.1 0.0 0.0
H -4.917907 1.917057 -1.469070 0.0 0.1 0.0
H -2.894503 0.753681 -2.273221 0.1 0.1 -0.1
H -1.539682 0.090578 0.233170 0.2 0.0 -0.1
H 0.003930 0.537530 -0.488908 -0.1 0.0 0.0
H 0.415352 -0.163263 1.812735 0.0 0.0 0.1
H -0.594886 -1.593177 1.610600 0.0 0.0 0.0
H 1.535293 -2.478166 1.608058 0.1 0.2 -0.1
H 1.863002 0.250105 -0.740771 0.1 -0.1 0.1
H 4.091277 0.949876 -1.475120 0.1 0.0 0.1
H 4.687444 0.317932 0.084970 -0.1 0.1 -0.2
H 3.553944 3.277102 -1.596645 0.0 0.0 -0.1
H 3.062860 5.428656 -0.502677 0.0 0.1 0.0
H 3.085901 3.497922 3.307807 0.0 0.0 0.1
H 3.586348 1.342623 2.206040 0.0 -0.1 0.1
H 2.000735 -3.144837 -0.817153 0.0 -0.1 0.0
H 0.400196 -3.498967 -0.162502 0.0 0.0 0.0
H 0.098686 -2.631053 -2.394056 0.1 0.2 0.1
H 1.087243 -1.197263 -2.050234 0.0 0.0 0.0
```
Forces are in eV/Å.

Summary:
Relative energy (zero: lowest compared OMol25 entry of this formula, charge and spin)   4.60 kcal/mol
LUMO level   0.017 hartree
SMILES   Cc1ccccc1C(=O)N1CCC(C(=O)NCc2ccc(Cl)cc2)CC1
E_tot   -41749.5365 eV

No. 3
Formula: C21H23ClN2O3
Source: the Open Molecules 2025 dataset
Level of theory: ωB97M-V with the def2-TZVPD basis set

The geometry in XYZ format:
```
50
Properties=species:S:1:pos:R:3:forces:R:3
C -7.235269 -1.523254 -0.660552 0.0 -0.2 -0.1
O -7.070894 -0.222362 -0.148234 0.1 0.3 0.1
C -5.820469 0.298064 -0.072069 0.2 0.1 0.0
C -5.727072 1.595522 0.439719 -0.1 -0.2 -0.1
C -4.502175 2.206160 0.554339 0.1 -0.1 0.0
C -3.326713 1.556637 0.164585 -0.4 -0.1 0.0
C -2.061771 2.322613 0.331790 0.2 0.0 0.0
O -2.044637 3.426509 0.843907 0.0 0.1 0.0
N -0.940113 1.685474 -0.122652 -0.3 -0.5 -0.1
C 0.362940 2.145892 -0.172956 0.4 0.1 0.0
C 0.699114 3.485001 0.032792 -0.1 0.1 0.0
C 2.000173 3.918895 -0.116430 0.1 -0.2 -0.1
C 2.983689 3.017438 -0.493553 -0.1 -0.1 0.0
Cl 4.609919 3.559287 -0.740355 0.2 0.1 0.0
C 2.683256 1.678876 -0.666411 -0.1 0.2 0.0
C 1.386107 1.221333 -0.466857 -0.1 0.4 -0.1
C 1.051868 -0.223233 -0.634799 -0.1 0.0 0.1
O 0.056528 -0.567309 -1.273315 -0.2 0.1 -0.2
N 1.851705 -1.134979 -0.050709 0.0 -0.1 0.0
C 1.632848 -2.545504 -0.304469 -0.1 -0.3 -0.5
C 2.923133 -3.176543 -0.823022 0.0 -0.1 0.3
C 4.058886 -2.953225 0.172533 0.0 0.2 -0.4
C 4.227117 -1.459342 0.457364 0.0 -0.1 0.4
C 5.310191 -1.200312 1.497858 -0.2 0.0 -0.2
C 2.881904 -0.895978 0.932501 0.5 0.2 0.1
C -3.425968 0.263933 -0.342633 0.1 0.3 0.1
C -4.655856 -0.359156 -0.459247 -0.3 -0.3 -0.1
H -6.715348 -2.265474 -0.046495 0.0 0.0 0.0
H -6.884104 -1.595187 -1.694726 0.0 0.0 0.0
H -8.306051 -1.718152 -0.630048 0.1 0.0 0.0
H -6.634514 2.096513 0.737026 -0.1 0.1 0.0
H -4.420566 3.207660 0.948697 0.0 0.1 0.0
H -1.043313 0.765568 -0.543140 0.0 0.2 0.0
H -0.079671 4.179887 0.299347 0.0 0.0 0.0
H 2.247271 4.957464 0.036207 0.0 0.1 0.0
H 3.457211 0.996594 -0.980163 0.1 -0.1 0.0
H 0.829100 -2.634162 -1.036735 0.1 0.0 0.2
H 1.322653 -3.036252 0.625887 0.0 0.0 0.0
H 2.763659 -4.243209 -0.984728 0.0 0.0 -0.1
H 3.181397 -2.722372 -1.781797 0.0 0.0 -0.1
H 4.989100 -3.363712 -0.223906 0.1 0.0 0.1
H 3.834226 -3.474375 1.106489 0.0 0.0 0.1
H 4.506876 -0.959331 -0.476169 -0.1 0.0 0.0
H 5.428713 -0.132932 1.668598 0.1 0.1 0.1
H 5.052729 -1.673517 2.442996 0.0 -0.1 0.1
H 6.262461 -1.602477 1.161426 0.1 0.0 0.0
H 2.957426 0.168245 1.152032 0.0 -0.2 0.1
H 2.592992 -1.414512 1.857179 0.0 0.1 0.0
H -2.558193 -0.295366 -0.660477 0.1 -0.1 0.0
H -4.692491 -1.361326 -0.856647 0.0 -0.1 0.0
```
Forces are in eV/Å.

Summary:
Relative energy (zero: lowest compared OMol25 entry of this formula, charge and spin)   5.36 kcal/mol
LUMO level   0.019 hartree
SMILES   COc1ccc(C(=O)Nc2ccc(Cl)cc2C(=O)N2CCC[C@H](C)C2)cc1
E_tot   -43797.0208 eV

No. 4
Formula: C21H23F3N2O4S
Source: the Open Molecules 2025 dataset
Level of theory: ωB97M-V with the def2-TZVPD basis set

The geometry in XYZ format:
```
54
Properties=species:S:1:pos:R:3:forces:R:3
C -1.766525 -2.245163 -3.271772 0.3 0.0 0.2
O -1.018118 -1.063183 -2.925824 0.3 -0.2 -0.5
C 0.326331 -1.223002 -2.881774 0.2 -1.1 -0.1
O 0.897077 -2.283711 -3.007306 -0.7 0.8 -0.3
C 1.020887 0.089756 -2.597384 -0.3 -0.1 0.1
C 1.697229 0.716744 -3.835439 -0.5 0.3 -0.2
C 3.199229 0.732554 -3.539185 0.3 -0.3 -0.1
C 3.344135 0.426030 -2.047970 0.2 0.6 -0.2
N 2.068114 -0.135711 -1.653080 0.1 1.1 -1.1
C 1.830412 -0.586243 -0.392095 -0.9 -1.5 1.4
C 0.792509 -1.407401 0.000116 1.7 1.3 -1.5
C 1.040835 -2.388219 1.093229 -0.3 -0.3 0.8
C 2.139737 -1.986681 2.120290 0.2 -0.2 0.0
C 2.618982 -0.541171 2.002100 -0.4 0.1 0.0
C 2.930465 -0.185418 0.556655 0.4 -0.6 0.4
H -2.777255 -1.900936 -3.488983 0.1 0.0 -0.1
H -1.307998 -2.729032 -4.148257 -0.3 0.1 0.4
H -1.781024 -2.919224 -2.401609 0.1 0.0 -0.4
H 0.236671 0.753192 -2.195355 0.2 0.0 0.0
H 1.479965 0.158942 -4.754653 0.0 0.2 0.2
H 1.291410 1.736223 -3.949715 0.3 -0.4 -0.1
H 3.735560 -0.025611 -4.123468 -0.2 0.2 0.1
H 3.637156 1.703759 -3.775816 0.0 -0.1 0.0
H 4.180842 -0.265486 -1.866837 -0.3 0.2 0.0
H 3.564888 1.369547 -1.523276 0.0 -0.2 0.1
H -0.123168 -1.500976 -0.615723 0.9 -0.3 0.4
H 0.095221 -2.593757 1.611559 0.3 0.0 0.0
H 1.355366 -3.350550 0.644525 -0.2 0.4 0.0
H 1.756054 -2.159193 3.133597 0.2 -0.1 -0.2
H 3.022309 -2.634573 1.987402 -0.3 0.1 0.1
H 1.818940 0.125776 2.356107 0.2 -0.1 -0.1
H 3.515276 -0.363044 2.615230 -0.3 -0.1 0.0
H 3.848258 -0.713771 0.250301 0.0 0.3 0.2
H 3.124942 0.900101 0.487788 -0.1 -0.5 -0.1
O -1.106696 -0.713388 1.359356 -1.8 2.2 0.9
C -1.770236 0.308599 1.521490 1.3 -2.0 0.3
C -1.638029 1.351469 2.541786 0.5 0.0 0.4
C -0.672476 1.456338 3.534697 -0.2 -0.3 -0.2
C -0.787599 2.555895 4.379108 -0.1 0.3 0.3
C -1.850147 3.473222 4.242825 0.0 -0.5 -0.4
C -2.803625 3.336726 3.219616 0.2 0.1 0.3
C -2.656617 2.273864 2.353373 0.5 0.1 0.4
C -3.387632 1.952713 1.099958 -0.9 0.5 -0.8
O -4.215873 2.618468 0.516371 1.1 -1.1 0.6
N -2.852530 0.678506 0.735643 0.3 -1.1 -2.2
S -2.926859 -0.287079 -0.770808 -0.7 1.9 1.7
C -4.563276 -0.908366 -0.399525 -1.2 -0.7 -0.2
F -5.164045 -1.092618 -1.618432 0.2 0.0 1.1
F -5.317199 -0.074334 0.351993 0.5 -0.8 -0.8
F -4.556314 -2.122156 0.228500 -0.1 1.0 -0.5
H 0.106051 0.675126 3.629022 -0.5 0.7 0.0
H -0.057271 2.698643 5.181230 -0.3 0.0 -0.3
H -1.932662 4.297564 4.936122 0.0 0.0 0.0
H -3.641677 4.010245 3.094296 0.1 0.2 0.1
```
Forces are in eV/Å.

Summary:
Relative energy (zero: lowest compared OMol25 entry of this formula, charge and spin)   45.69 kcal/mol
LUMO level   -0.026 hartree
SMILES   COC(=O)[C@@H]1CCCN1C1=CCCCC1.O=C1c2ccccc2C(=O)N1SC(F)(F)F
E_tot   -52307.2490 eV

> Among the records above, which one has the highest E_tot?

C21H23BF2O6

> Among the records above, which one has the lowest LUMO level?

C21H23BF2O6

> E_tot of number 3 (C21H23ClN2O3)?

-43797.0208 eV

> The lowest E_tot belongs to which entry?

C21H23F3N2O4S